--- 1 ---
Molecular formula: C13H15N3O3
Method: DFT, the ωB97M-V functional and the def2-TZVPD basis

Output
2S+1	1
HOMO level	-7.5	eV
net charge	0
lowest unoccupied orbital energy	0.4	eV

XYZ file:
```
34
C13H15N3O3 the ωB97M-V functional and the def2-TZVPD basis
H 0.206 -2.577 -1.469
H -1.460 -1.158 -0.854
C -0.670 0.593 -2.025
C 1.027 -1.031 -0.303
H -1.272 -1.170 -3.910
H -1.852 -3.117 2.920
O -0.454 1.003 -3.185
N 1.976 0.211 1.500
H -2.657 -1.548 -3.020
O 1.353 2.825 0.252
C 0.685 -0.904 3.371
C 1.066 -0.723 1.997
H 1.307 -1.619 -2.647
C -1.059 -2.451 2.588
C 0.470 -1.482 0.960
C -0.860 2.830 -0.945
N -1.542 -1.524 -2.958
H 2.349 0.911 -0.375
H 1.692 4.958 -0.348
H 2.737 0.777 1.981
H 1.220 -0.387 4.151
H -0.941 -2.861 0.545
H -1.658 3.336 -0.167
C 0.578 -1.564 -1.656
H -1.130 0.914 0.051
N -0.714 1.348 -0.947
C -0.861 -0.949 -1.787
O 0.880 4.754 -0.919
C -0.386 -1.795 3.638
C 1.849 0.087 0.163
C -0.620 -2.295 1.283
H -0.832 -1.862 4.685
C 0.648 3.455 -0.465
H -1.076 3.016 -2.104
```

=====

--- 2 ---
Molecular formula: C13H15N3O3
Method: DFT, the ωB97M-V functional and the def2-TZVPD basis

Output
2S+1	1
HOMO level	-8.1	eV
net charge	0
lowest unoccupied orbital energy	0.5	eV

XYZ file:
```
34
C13H15N3O3 the ωB97M-V functional and the def2-TZVPD basis
C -2.512 -1.901 0.289
H -1.422 -1.137 1.662
H 2.384 -3.213 0.935
H 3.003 2.489 -0.715
O -1.957 -1.937 1.508
C 2.365 -1.174 0.212
H -1.359 -2.050 -2.174
C 0.306 -1.419 -0.813
H -2.700 3.276 0.419
H 0.056 -3.498 -0.206
C 1.690 0.827 -0.951
H -2.180 0.508 1.013
H 4.717 1.271 0.594
H -0.681 1.845 1.982
H -3.000 -0.573 -1.406
C 2.821 1.456 -0.445
H 4.441 -1.130 1.080
C 1.403 -0.471 -0.519
N -1.860 0.421 0.083
C -2.168 -0.766 -0.696
C -0.971 -1.168 -1.571
O -1.709 1.899 -1.690
C -1.733 2.763 0.478
C 0.670 -2.597 -0.205
H -0.780 -0.372 -2.307
H -0.958 3.418 0.051
C 3.629 -0.592 0.585
O -3.190 -2.834 -0.062
N -1.560 2.321 1.855
H 0.978 1.306 -1.622
N 1.896 -2.475 0.393
C -1.788 1.623 -0.490
H -1.619 3.134 2.467
C 3.791 0.749 0.265
```

=====

Quick ranking, most stable first: 2, 1.